# 1
DFT (ωB97M-V/def2-TZVPD) results for a 7-piece molecular cluster, C63H72F10N2O6PS overall.

XYZ file:
```
155
C63H72F10N2O6PS (ωB97M-V/def2-TZVPD)
C 1.454 2.817 4.381
C 1.327 3.742 3.057
N -0.003 3.539 2.326
C 0.400 2.889 1.054
C 0.342 1.339 0.899
C -0.149 0.357 2.007
C -0.184 -1.205 1.824
C -0.763 -2.033 3.059
C -0.084 -3.468 3.300
C -1.089 -4.576 2.634
C -1.572 -5.700 3.673
S -3.147 -6.514 3.025
O -3.224 -7.981 3.419
O -4.397 -5.831 3.545
O -3.220 -6.506 1.335
C 0.340 -1.782 0.473
F 0.350 -3.202 0.317
C 0.840 -0.888 -0.687
C 1.412 -1.379 -2.090
C 0.831 -2.783 -2.627
O -0.612 -2.954 -2.517
C -0.903 -4.053 -3.441
C -2.017 -5.058 -2.895
F -2.271 -6.006 -3.954
F -3.265 -4.461 -2.599
F -1.532 -5.833 -1.804
C 0.827 0.682 -0.454
C 1.312 1.714 -1.561
C 1.295 3.263 -1.287
P 1.901 4.416 -2.699
C 2.870 3.403 -3.987
O 3.027 5.571 -2.085
N 0.837 3.808 0.008
O 0.849 5.137 0.286
C -0.223 5.834 -0.422
C -1.413 6.371 0.518
C -2.508 5.159 0.641
C -0.935 6.946 1.937
C -2.052 7.780 2.739
C -3.187 6.849 3.429
C -2.824 8.886 1.868
H 0.443 2.481 4.796
H 2.081 1.897 4.096
H 2.076 3.420 5.137
H 2.187 3.397 2.358
H 1.537 4.850 3.269
H -0.530 2.884 2.921
H -0.500 0.811 3.002
H -1.919 -2.059 2.999
H -0.538 -1.400 4.005
H 0.948 -3.492 2.798
H 0.060 -3.696 4.426
H -0.563 -5.062 1.729
H -2.034 -4.067 2.207
H -0.813 -6.571 3.752
H -1.786 -5.275 4.719
H -3.246 -5.557 1.068
H 2.554 -1.471 -2.008
H 1.195 -0.592 -2.920
H 1.398 -3.616 -2.056
H 1.179 -2.875 -3.732
H 0.033 -4.695 -3.663
H -1.274 -3.666 -4.469
H 1.701 1.389 -2.580
H 3.417 2.562 -3.404
H 2.103 2.845 -4.651
H 3.585 4.053 -4.589
H 3.749 5.108 -1.594
H -0.648 5.234 -1.314
H 0.263 6.772 -0.903
H -1.954 7.193 -0.095
H -2.533 4.804 1.732
H -3.529 5.482 0.238
H -2.147 4.302 -0.053
H -0.689 6.023 2.597
H 0.066 7.524 1.861
H -1.513 8.324 3.610
H -2.811 5.774 3.633
H -3.454 7.278 4.472
H -4.153 6.871 2.814
H -3.562 9.431 2.573
H -2.152 9.666 1.372
H -3.492 8.367 1.077
F 5.113 2.935 -5.253
C 6.036 3.429 -6.101
C 7.380 3.321 -5.783
C 8.333 3.827 -6.662
C 7.929 4.444 -7.843
C 6.576 4.552 -8.150
C 5.623 4.036 -7.277
H 7.675 2.844 -4.855
H 9.388 3.741 -6.426
H 8.673 4.843 -8.526
H 6.263 5.037 -9.069
H 4.565 4.103 -7.504
F 1.442 -5.701 3.476
C 2.607 -6.053 2.908
C 3.623 -6.569 3.698
C 4.828 -6.937 3.106
C 5.006 -6.774 1.733
C 3.980 -6.251 0.951
C 2.771 -5.893 1.541
H 3.469 -6.680 4.765
H 5.627 -7.349 3.713
H 5.947 -7.058 1.273
H 4.121 -6.122 -0.117
H 1.958 -5.493 0.946
F 5.324 0.961 2.335
C 5.353 -0.378 2.440
C 6.459 -0.993 3.006
C 6.486 -2.380 3.119
C 5.411 -3.136 2.655
C 4.309 -2.508 2.085
C 4.276 -1.120 1.981
H 7.289 -0.389 3.354
H 7.343 -2.871 3.567
H 5.435 -4.218 2.740
H 3.474 -3.098 1.720
H 3.421 -0.613 1.548
F -2.633 -3.996 6.250
C -2.962 -4.621 7.399
C -2.466 -4.143 8.602
C -2.812 -4.787 9.786
C -3.641 -5.906 9.752
C -4.127 -6.380 8.537
C -3.790 -5.729 7.354
H -1.816 -3.276 8.608
H -2.436 -4.417 10.735
H -3.907 -6.410 10.676
H -4.769 -7.254 8.510
H -4.167 -6.078 6.399
F 0.856 0.683 -4.636
C -0.480 0.834 -4.745
C -0.990 1.867 -5.516
C -2.369 2.016 -5.629
C -3.219 1.137 -4.960
C -2.692 0.108 -4.185
C -1.314 -0.047 -4.083
H -0.313 2.545 -6.021
H -2.781 2.816 -6.235
H -4.294 1.257 -5.045
H -3.355 -0.574 -3.662
H -0.883 -0.846 -3.492
F -6.029 2.323 -7.456
C -6.991 1.531 -6.954
C -8.318 1.916 -7.065
C -9.314 1.092 -6.549
C -8.970 -0.102 -5.918
C -7.634 -0.476 -5.808
C -6.639 0.342 -6.334
H -8.565 2.852 -7.552
H -10.356 1.380 -6.638
H -9.748 -0.741 -5.512
H -7.368 -1.404 -5.313
H -5.594 0.063 -6.265
```

Values from the calculation:
Net charge = +1
Frontier orbital gap = 6.39 eV



# 2
DFT (ωB97M-V/def2-TZVPD) results for C9H12B3F8IN5O5Ru as an isolated structure.

XYZ file:
```
44
C9H12B3F8IN5O5Ru (ωB97M-V/def2-TZVPD)
Ru 0.118 0.091 0.111
C -3.149 -0.289 2.858
C -2.124 0.105 1.860
N -1.239 -0.701 1.388
O -1.210 -1.991 1.720
B -1.030 -2.883 0.479
F -1.211 -4.154 0.908
F -1.921 -2.410 -0.472
O 0.366 -2.835 -0.139
N 0.611 -1.673 -0.738
C 1.310 -1.591 -1.813
C 1.977 -2.748 -2.452
C 1.353 -0.205 -2.397
N 0.724 0.682 -1.710
O 0.581 1.946 -2.150
B -0.807 2.515 -1.867
F -1.747 1.616 -2.307
F -0.809 3.755 -2.426
O -1.072 2.763 -0.363
N -1.242 1.609 0.303
C -2.103 1.479 1.243
C -3.036 2.549 1.672
C 1.991 0.066 -3.708
H -2.979 -1.313 3.176
H -4.150 -0.209 2.429
H -3.104 0.377 3.722
H 1.525 -3.672 -2.100
H 3.028 -2.748 -2.148
H 1.923 -2.690 -3.538
H -3.092 3.322 0.910
H -2.673 2.998 2.601
H -4.027 2.141 1.866
H 2.963 -0.422 -3.760
H 2.095 1.136 -3.862
H 1.367 -0.343 -4.507
I 2.089 3.350 0.551
F 3.781 -0.275 2.124
B 2.941 -0.867 1.208
F 3.453 -2.003 0.618
F 1.669 -1.136 1.800
F 2.665 0.099 0.151
O 1.816 1.531 4.023
C 1.419 1.508 2.932
N 0.961 1.522 1.801
```

Values from the calculation:
Multiplicity = 6
Frontier orbital gap (spin up / spin down) = 8.74 / 5.94 eV



# 3
DFT (ωB97M-V/def2-TZVPD) results for C5H11N in the gas phase.

XYZ file:
```
17
C5H11N (ωB97M-V/def2-TZVPD)
H -2.509 -1.104 2.198
N -1.688 -1.138 1.513
C -0.941 -0.157 1.486
C 0.103 -0.038 -0.051
C -0.460 1.207 -0.701
C 0.064 -1.266 -0.876
C 1.478 0.175 0.453
H -0.779 0.610 2.273
H -0.198 1.108 -1.798
H -1.656 1.345 -0.700
H -0.085 2.105 -0.252
H 0.909 -1.116 -1.595
H 0.133 -2.276 -0.398
H -0.918 -1.348 -1.491
H 1.698 -0.797 0.699
H 1.995 0.513 -0.438
H 1.759 0.973 1.197
```

Values from the calculation:
Frontier orbital gap = 9.59 eV
SMILES = [H]/N=C/C(C)(C)C



# 4
DFT (ωB97M-V/def2-TZVPD) results for C30H50FFeN3O3S2Si3 as an isolated structure.

XYZ file:
```
93
C30H50FFeN3O3S2Si3 (ωB97M-V/def2-TZVPD)
Fe -0.084 -0.012 -0.471
C 1.073 -0.348 2.886
O 0.331 0.361 1.897
Si -0.455 1.862 2.103
C -1.901 1.587 3.301
C 0.670 2.931 3.163
C -0.785 2.289 0.401
Si 0.557 3.365 -0.280
C 2.259 2.755 0.288
C 0.661 3.627 -2.135
C 0.417 5.128 0.396
Si -2.467 2.769 -0.178
C -3.966 1.677 0.209
C -2.508 2.929 -2.047
C -3.014 4.396 0.614
H 1.752 0.316 3.428
H 1.665 -1.117 2.390
H 0.409 -0.830 3.616
H -1.926 2.401 4.033
H -1.783 0.648 3.861
H -2.870 1.577 2.793
H 0.964 2.416 4.086
H 0.126 3.838 3.452
H 1.581 3.242 2.645
H 2.232 1.679 0.475
H 2.580 3.243 1.214
H 3.023 2.960 -0.466
H 0.553 2.683 -2.684
H 1.638 4.066 -2.373
H -0.113 4.320 -2.485
H 0.327 5.138 1.489
H -0.477 5.612 -0.017
H 1.285 5.744 0.115
H -4.021 0.796 -0.439
H -4.870 2.272 0.032
H -4.002 1.338 1.248
H -1.903 2.124 -2.490
H -2.095 3.882 -2.396
H -3.534 2.845 -2.428
H -3.141 4.249 1.697
H -3.972 4.747 0.207
H -2.274 5.191 0.475
O 0.038 -2.223 -1.435
S -0.437 -3.605 -1.766
C 1.057 -4.643 -2.007
C 2.256 -4.061 -1.268
C 2.918 -2.926 -2.040
C 4.091 -2.313 -1.292
S 3.565 -0.851 -0.296
O 2.068 -0.902 -0.135
C 3.913 0.287 -1.628
C 5.144 0.926 -1.630
C 5.456 1.776 -2.682
C 4.540 1.965 -3.712
C 3.310 1.319 -3.689
C 2.980 0.476 -2.637
C -0.874 -4.425 -0.224
C -1.739 -5.512 -0.268
C -2.160 -6.095 0.918
C -1.706 -5.595 2.134
C -0.832 -4.516 2.165
C -0.422 -3.914 0.982
H 1.238 -4.709 -3.083
H 0.776 -5.629 -1.637
H 2.990 -4.852 -1.104
H 1.937 -3.703 -0.284
H 2.180 -2.153 -2.244
H 3.267 -3.309 -3.002
H 4.849 -1.934 -1.973
H 4.570 -3.012 -0.598
H 5.844 0.767 -0.813
H 6.405 2.300 -2.692
H 4.785 2.630 -4.533
H 2.588 1.484 -4.482
H 1.994 0.013 -2.586
H -2.083 -5.897 -1.226
H -2.862 -6.922 0.895
H -2.049 -6.040 3.061
H -0.490 -4.121 3.116
H 0.216 -3.036 0.987
F -0.031 0.529 -2.240
N -3.954 -1.449 3.208
C -3.623 -1.529 1.876
C -2.391 -1.035 1.412
N -2.077 -1.076 0.136
C -2.947 -1.642 -0.703
C -4.123 -2.179 -0.230
N -4.475 -2.122 1.054
H -3.538 -0.690 3.727
H -4.927 -1.620 3.408
H -1.664 -0.602 2.090
H -2.689 -1.649 -1.757
H -4.820 -2.673 -0.898
```

Values from the calculation:
Multiplicity = 5
Frontier orbital gap (spin up / spin down) = 6.95 / 7.22 eV



no.,E (hartree)
1,-4742.2575
2,-2266.5415
3,-251.7731
4,-4591.6817